23
Properties=species:S:1:pos:R:3 method="wB97M-V/def2-TZVPD" lumo_energy_ev=0.545 total_energy_ev=-11935.9270 relative_energy_kcal_mol=92.3 e_homo_ev=-9.322 charge=0
N -1.7960 1.2646 0.2725
N -3.0417 1.5559 0.4018
N -4.1084 2.0412 0.2438
C 0.9971 -1.7456 -0.6018
C -0.2522 -1.3822 0.1105
C 0.7978 1.0590 0.2462
C 0.9919 0.8305 -1.2287
C 1.7420 -0.5664 -1.4400
C -0.0329 -0.0997 0.9785
C -1.3749 0.5780 1.5272
H 0.0896 1.9850 0.2858
H 0.7263 -2.6615 -1.0486
H 1.5601 -2.2842 0.2623
H -0.2951 -2.3051 0.7799
H -1.1012 -1.2175 -0.5877
H 2.8961 -0.4918 -1.0893
H -2.1097 -0.0552 1.9226
H 1.6021 -0.7607 -2.5185
H 0.6040 -0.4767 1.8334
H 0.0187 0.7526 -1.6514
H 1.7916 1.1383 0.8369
H -1.2589 1.4021 2.2873
H 1.5536 1.4392 -1.8227